Record 1
{
  "formula": "C21H29N3O6",
  "method": "ωB97M-V with the def2-TZVPD basis set",
  "species": ["H", "C", "H", "H", "H", "H", "C", "C", "H", "H", "C", "H", "H", "O", "C", "C", "H", "C", "C", "H", "H", "C", "H", "H", "C", "H", "C", "C", "C", "H", "N", "C", "O", "O", "H", "H", "C", "H", "C", "H", "C", "H", "H", "H", "H", "C", "N", "C", "H", "N", "H", "C", "O", "O", "O", "H", "H", "C", "H"],
  "positions_angstrom": [[-2.5972, 1.5289, 1.7453], [-5.4362, -2.3580, -0.4287], [1.7580, -1.5815, 0.1649], [2.6977, 0.4887, -3.2862], [-3.9792, -1.3620, 0.8626], [2.3212, -3.8703, -2.5394], [3.2813, 0.1619, -1.3360], [-0.9229, 3.8550, -0.6953], [1.1011, 2.6145, -0.6154], [0.0072, 4.4111, -0.8638], [-2.0310, -0.8223, -0.9538], [1.5303, 1.3038, -2.1779], [-6.3105, -2.1562, 0.1058], [1.1856, -3.0278, -1.1790], [1.9589, 1.0667, 0.7065], [0.3130, -1.0118, -1.6161], [-1.1463, -2.2819, -2.1270], [-2.4497, 2.2111, 2.5610], [2.1560, 0.3143, -2.5138], [-2.9046, 3.2463, 2.2379], [5.1140, -0.5581, -2.3779], [-4.4069, -1.2952, -0.1397], [0.1931, -0.1304, -0.8541], [2.4540, -0.0764, 2.3552], [-0.3654, 0.3219, 4.9199], [-0.4580, 1.2301, 5.1721], [1.8078, -1.7222, -3.0557], [1.7149, 0.3972, 1.9675], [4.4303, -0.2094, -1.6523], [-1.6192, 4.3736, -0.7467], [4.2455, 0.3202, 0.5191], [-0.0085, 2.3842, 1.1237], [-3.1380, -1.4136, -1.0290], [0.7413, 0.0137, 4.1998], [0.0776, -2.1099, 0.3933], [-4.7626, -0.2989, -0.3989], [1.1484, 2.1639, 0.2807], [-5.6750, -2.1212, -1.5484], [3.0246, 0.7180, -0.2909], [-1.1678, -0.2850, 4.5640], [-0.1286, 1.8953, 2.4373], [-1.2049, -0.6806, -3.0344], [3.1303, -2.6340, -1.4831], [2.6174, -1.6470, -3.8753], [-4.9938, -3.3818, -0.3334], [0.9226, -2.0210, -0.3980], [1.2934, -0.6713, -2.7560], [0.7952, 0.9126, 2.8875], [4.6069, 0.3955, 1.5521], [5.2615, -0.0313, -0.2675], [-3.2358, 1.8365, 3.0799], [2.1735, -2.9817, -2.0622], [-1.1937, 2.0996, 3.1390], [-1.9102, 0.0715, -0.1484], [-0.9072, 3.4643, 0.9303], [1.0360, -2.5954, -3.7000], [-0.9874, 3.0040, -1.3270], [-1.0562, -1.1722, -2.0919], [-0.1017, -0.2965, 5.9978]],
  "atomic_forces_ev_per_a": [[0.85, -0.02, -1.29], [2.41, 0.14, -4.01], [0.18, 0.01, -0.50], [3.30, 1.46, -5.38], [-0.32, 0.35, 0.03], [0.20, -2.17, -1.50], [-8.03, -1.13, -12.45], [11.64, -7.65, 4.63], [0.74, 1.30, -2.95], [-0.28, -0.21, 0.07], [0.46, 3.11, -0.12], [1.60, -2.23, -1.19], [-1.22, 0.01, 1.11], [-1.66, -7.12, 1.35], [-1.52, 1.35, -1.59], [2.02, 5.43, 4.93], [-0.69, 0.46, -1.07], [-1.11, 2.21, -3.08], [-1.42, 5.23, 7.70], [1.79, -1.57, 0.58], [-0.34, -0.22, -1.10], [2.59, 0.80, 0.11], [0.71, -0.34, -2.10], [4.40, -4.12, 2.16], [1.28, -9.45, 3.65], [-1.27, 6.78, 1.47], [5.15, -17.26, -8.31], [-3.04, 5.60, -2.83], [11.31, -1.68, 4.65], [-11.53, 8.51, -0.74], [2.57, 1.20, -0.18], [1.34, 2.79, 0.15], [-4.87, -4.30, -1.24], [1.98, 3.39, -5.28], [1.18, -0.63, -1.51], [-0.08, -0.01, 0.47], [-2.61, -3.45, 5.69], [0.09, -1.07, 1.79], [0.48, 2.02, 16.46], [-1.35, 0.49, -0.35], [1.99, -2.65, -1.62], [-0.49, 0.18, -0.28], [-0.91, -1.02, -0.83], [-0.72, -0.02, 1.28], [-0.77, 0.87, 0.05], [-3.05, 4.60, -1.15], [-8.66, 6.20, 5.82], [-0.15, -2.59, 0.44], [-1.67, 0.46, -2.56], [-4.31, -1.16, -3.21], [-1.65, -1.15, 3.43], [3.71, 7.02, 1.46], [-2.60, 1.59, 2.70], [1.52, 0.73, 0.80], [1.28, -0.94, -4.69], [0.96, 2.71, 0.84], [-0.05, -1.03, -0.07], [-0.49, -3.53, 1.75], [-0.85, 1.72, -2.38]],
  "orbital_gap_ha": 0.2919,
  "homo_energy_ev": -7.450,
  "smiles": "CCOC(=O)C[C@H]1COCCN1Cc1cn[nH]c1-c1cc(OC)c(OC)c(OC)c1",
  "multiplicity": 1
}

Record 2
{
  "formula": "C21H29N5O3",
  "method": "ωB97M-V with the def2-TZVPD basis set",
  "species": ["C", "H", "C", "H", "H", "O", "C", "H", "H", "N", "O", "C", "H", "H", "H", "C", "H", "O", "N", "C", "H", "H", "C", "N", "C", "C", "C", "H", "C", "C", "H", "H", "H", "C", "H", "C", "C", "N", "H", "H", "H", "C", "C", "H", "N", "H", "C", "C", "H", "H", "H", "C", "H", "H", "H", "H", "H", "C"],
  "positions_angstrom": [[-1.4472, 0.7403, -5.9927], [-1.6697, 0.8367, 0.7251], [3.0769, 1.7355, 1.7650], [-1.7629, -0.3084, -0.6262], [0.4892, -0.9622, -1.8215], [0.4783, 2.1592, 1.3074], [-0.4956, 0.8784, -4.8052], [2.0013, -0.3249, -1.1561], [-1.8963, -1.6164, 8.0504], [-0.7244, 0.3470, -7.1682], [-2.4964, 1.4369, -3.6178], [0.3116, -1.2034, 0.8484], [0.2497, 1.6489, -5.0164], [-0.8463, 2.6024, -0.7261], [-0.2170, -1.9878, 0.3019], [0.9455, -0.1074, -1.3176], [4.0967, 1.6049, 1.3971], [2.2763, 0.8700, 0.9578], [0.1322, -0.6786, -7.1852], [-1.7752, -2.6073, 4.8235], [-3.2653, -2.7644, 6.3483], [-1.9559, 1.6857, -6.1900], [-0.5028, -2.1659, 4.4861], [-0.5933, 1.4204, -2.4197], [-1.5077, -1.7683, 7.0544], [0.2577, -1.5182, 5.4515], [-0.2390, -1.3210, 6.7272], [-0.4344, -3.2043, 2.6166], [-1.2932, 1.2612, -3.5610], [-2.2748, -2.4124, 6.0991], [1.2585, 1.9941, -1.7061], [1.3611, -1.4976, 0.9225], [-1.3507, -0.9411, 2.2076], [-1.2083, 0.5369, -0.2149], [0.0150, -0.0744, -4.6550], [-0.2703, -1.0849, 2.2558], [-1.2930, 1.7158, -1.1844], [0.6050, -0.7667, -8.3568], [0.3651, -0.8181, 7.4683], [1.9568, 1.5267, 3.5916], [-2.3778, -3.1117, 4.0813], [0.8039, 1.1304, -2.2068], [2.9725, 1.3658, 3.2374], [-2.3335, 1.9261, -1.4347], [0.1009, 0.1658, -9.1532], [1.3218, 0.9742, -3.1510], [0.0268, -2.3358, 3.0909], [0.2421, 0.1038, 0.0331], [3.6477, 1.9873, 3.8182], [3.2387, 0.3212, 3.3814], [1.2501, -1.1693, 5.2017], [0.9814, 1.1739, 0.8339], [0.1544, -0.2160, 2.7620], [-1.3129, 1.6976, -8.7331], [2.7518, 2.7693, 1.6092], [-2.2050, -0.0143, -5.7602], [1.1067, -2.4977, 3.1223], [-0.7269, 0.8620, -8.4169]],
  "atomic_forces_ev_per_a": [[-0.27, -0.06, 0.84], [-0.07, -0.06, 0.02], [0.18, 0.40, 0.38], [-0.02, -0.07, 0.00], [-0.01, -0.05, -0.01], [0.01, 0.11, 0.15], [-0.39, 0.05, -0.04], [-0.01, -0.07, -0.01], [-0.03, 0.01, 0.08], [0.33, 0.29, -1.44], [-0.42, -0.02, -0.19], [-0.05, 0.25, 0.16], [0.08, -0.09, 0.01], [-0.05, -0.04, -0.05], [0.01, -0.02, -0.10], [0.10, 0.29, 0.02], [-0.14, 0.04, 0.01], [0.16, -0.27, -0.09], [-0.27, -0.24, 1.31], [0.03, 0.00, -0.01], [-0.08, -0.03, 0.02], [0.04, -0.17, -0.05], [0.06, -0.16, -0.03], [-0.02, 0.17, 0.30], [-0.05, 0.01, 0.10], [-0.01, -0.02, -0.01], [0.04, 0.06, 0.07], [0.06, -0.06, -0.01], [0.45, -0.03, -0.32], [-0.10, 0.00, 0.05], [0.05, -0.01, -0.11], [0.00, -0.08, -0.04], [-0.04, 0.09, 0.06], [0.24, 0.32, 0.06], [0.09, 0.10, 0.01], [0.20, -0.33, -0.25], [-0.46, 0.03, 0.18], [0.66, -0.71, -0.30], [0.05, 0.03, 0.06], [-0.06, 0.02, 0.07], [-0.06, -0.07, -0.09], [0.26, -0.37, -0.09], [-0.11, 0.00, -0.40], [0.17, 0.04, 0.07], [-0.36, 0.73, -0.73], [-0.02, 0.08, 0.04], [-0.14, 0.32, 0.00], [-0.03, -0.31, -0.05], [0.08, 0.06, 0.10], [0.05, -0.09, 0.06], [0.12, 0.03, -0.04], [-0.32, -0.04, -0.22], [-0.04, 0.07, 0.09], [-0.17, 0.22, -0.04], [0.12, -0.16, -0.03], [0.06, 0.19, -0.10], [0.01, -0.06, -0.04], [0.06, -0.31, 0.59]],
  "orbital_gap_ha": 0.3593,
  "homo_energy_ev": -9.195,
  "smiles": "CCOC(=O)C1(CCCc2ccccc2)CCN(C(=O)CCn2cnnn2)CC1",
  "multiplicity": 1
}

Record 3
{
  "formula": "C21H29N7O3S",
  "method": "ωB97M-V with the def2-TZVPD basis set",
  "species": ["C", "N", "H", "H", "H", "N", "H", "H", "H", "H", "C", "C", "C", "H", "H", "C", "H", "C", "C", "C", "H", "H", "H", "C", "O", "H", "C", "N", "C", "H", "H", "C", "H", "H", "C", "C", "H", "H", "H", "N", "N", "H", "S", "H", "C", "C", "C", "H", "H", "C", "N", "C", "H", "O", "H", "C", "H", "O", "H", "C", "N"],
  "positions_angstrom": [[-3.7699, 0.3601, -2.0246], [-3.1798, -1.4195, -0.4744], [-4.3998, 1.2122, -1.7703], [-4.3387, -0.4291, -2.5116], [1.0470, 5.1063, -0.7172], [-0.8893, -1.4826, 2.8307], [-1.1668, 4.3448, 0.1102], [2.6315, 0.9761, -1.1467], [1.2492, 3.4727, -4.0116], [1.8771, -2.2307, 2.0731], [0.0108, -1.7173, 3.9348], [-3.0799, -0.1698, -0.8345], [-0.7129, -0.4852, 1.9561], [-1.5572, -2.2081, 2.6164], [-0.0576, 1.6941, 0.7966], [-2.1447, 0.5183, 0.0051], [-0.6557, 5.4127, -2.5570], [1.5322, 3.8292, -3.0224], [-0.7704, 4.3212, -2.5897], [2.1599, -2.3988, -1.2043], [-1.6346, 4.0302, -1.9976], [0.9096, -1.1239, 3.7548], [0.9075, -5.6429, 1.8721], [-1.1089, 0.1936, -2.7007], [-2.7414, 2.7416, -0.4861], [1.7022, 3.4672, -0.4977], [2.1533, 0.0225, -1.3119], [-0.0103, 0.8841, -2.2824], [1.9581, -3.2929, 2.2927], [0.4059, -3.4452, -1.8889], [-0.9574, 4.0181, -3.6183], [0.8823, -0.0615, -1.8569], [2.7009, -3.2997, -0.9540], [3.7703, -1.1427, -0.5633], [0.3258, -3.2075, 4.0642], [0.8898, -2.4953, -1.7303], [2.1960, -3.8065, 1.3647], [-0.5717, -3.7242, 4.4172], [0.0995, 1.9109, -2.2387], [0.6934, -3.7957, 2.7901], [-0.6641, 2.3662, 0.3321], [1.1129, -3.3345, 4.8302], [-2.5441, 1.0458, -3.2260], [0.1375, 4.0349, 1.2776], [0.8014, 4.0312, -0.7589], [-1.8862, 1.9791, -0.0677], [-0.2696, 3.7523, 0.3022], [2.7832, -3.4506, 3.0052], [-0.2842, -5.5932, 3.1747], [2.7782, -1.1645, -0.9900], [0.4188, 3.6322, -2.1084], [0.6985, -5.2422, 2.8621], [1.8261, 4.8851, -3.1006], [0.1689, 0.3589, 2.0483], [1.4504, -5.6323, 3.5656], [-1.7103, -0.4677, 0.8617], [-0.4478, -1.3668, 4.8673], [-2.3596, -1.6144, 0.5760], [2.3929, 3.2545, -2.6811], [0.2427, -1.3107, -2.0625], [-1.0008, -1.1003, -2.5958]],
  "atomic_forces_ev_per_a": [[0.05, 0.07, -0.43], [-0.90, 0.09, -0.93], [0.00, -0.10, 0.02], [-0.01, 0.04, 0.09], [0.06, -0.05, -0.03], [-0.11, -0.15, 0.12], [0.13, -0.02, 0.11], [0.11, 0.10, 0.04], [0.04, 0.00, -0.06], [0.09, 0.09, -0.05], [0.23, -0.03, 0.19], [0.24, -0.12, 0.88], [-0.17, -0.29, 0.22], [0.01, 0.10, -0.13], [-0.16, -0.10, -0.03], [-0.03, -0.81, 0.58], [0.05, 0.08, -0.03], [0.02, -0.02, -0.01], [-0.13, 0.01, 0.04], [0.01, -0.25, -0.01], [-0.05, 0.04, -0.02], [-0.10, -0.06, 0.07], [0.01, -0.09, -0.02], [-0.01, 0.00, -0.22], [-0.33, 0.05, -0.09], [0.04, 0.08, 0.00], [0.13, 0.12, 0.04], [-0.02, -0.43, -0.23], [-0.11, 0.04, -0.01], [-0.06, -0.13, -0.03], [-0.02, 0.03, -0.05], [-0.11, -0.55, -0.06], [0.04, -0.08, 0.03], [0.08, 0.02, 0.03], [-0.06, 0.13, -0.18], [0.04, 0.05, 0.02], [0.06, 0.03, -0.05], [0.05, -0.02, 0.06], [-0.03, 0.16, 0.14], [-0.04, -0.06, 0.18], [0.20, 0.26, 0.13], [-0.09, -0.01, -0.01], [-0.17, -0.02, -0.13], [-0.06, 0.05, -0.07], [-0.16, -0.06, 0.22], [0.38, -0.16, 0.27], [0.06, 0.18, -0.22], [0.04, -0.02, 0.04], [-0.02, -0.07, 0.02], [0.12, 0.15, 0.05], [0.08, 0.22, 0.08], [-0.04, 0.05, -0.01], [0.00, 0.02, 0.00], [0.10, 0.11, -0.01], [0.03, -0.03, 0.02], [-0.39, 0.81, -1.03], [0.16, 0.00, -0.07], [0.71, 0.21, 0.71], [0.06, -0.01, -0.01], [0.30, 0.61, 0.19], [-0.35, -0.23, -0.36]],
  "orbital_gap_ha": 0.3076,
  "homo_energy_ev": -8.066,
  "smiles": "CN(C)CCNC(=O)c1onc(CSc2nc3ccccc3[nH]2)c1C(=O)NCCN(C)C",
  "multiplicity": 1
}

Record 4
{
  "formula": "C21H30AsGeN2S2V",
  "method": "ωB97M-V with the def2-TZVPD basis set",
  "species": ["H", "C", "H", "H", "H", "H", "H", "H", "H", "H", "H", "C", "C", "C", "C", "C", "C", "C", "N", "H", "S", "C", "H", "H", "C", "H", "C", "C", "H", "C", "H", "H", "V", "C", "C", "C", "H", "N", "S", "H", "H", "H", "C", "H", "H", "C", "H", "C", "H", "As", "H", "H", "H", "C", "Ge", "C", "H", "H"],
  "positions_angstrom": [[2.0935, -4.6334, 2.9623], [-3.1740, -2.2662, 1.9475], [0.8434, 1.7920, -5.4066], [-3.9166, -2.6719, 1.2736], [1.2898, 3.8690, -4.0039], [-5.8305, 0.1395, -1.4792], [-5.2702, 2.0599, 1.2805], [1.4576, -3.1206, -1.0723], [4.1236, -2.8202, 1.3324], [-2.3576, 2.0151, -1.7093], [-0.5549, -0.7669, 4.3328], [0.4245, -1.0770, 1.8075], [-3.1131, 1.2457, -1.8661], [3.4439, -1.9830, 1.5013], [-1.9036, -1.9404, 1.4355], [1.4065, -3.7225, -0.1660], [-2.5245, -1.5386, 4.1494], [-1.2839, -1.2022, 3.6616], [-3.0665, -1.1421, 6.6461], [0.4615, -4.2609, -0.1662], [-0.9819, 1.8147, 1.4041], [0.4685, 1.2997, -4.5045], [2.9099, 0.5062, -3.4965], [-5.2966, 2.5616, -0.4284], [1.2000, 1.8249, -3.2630], [-3.9206, 2.9965, 0.6215], [0.6931, 1.1398, -2.0638], [2.7063, 1.5740, -3.4067], [1.4671, 3.7203, -2.2415], [-3.4862, -2.0967, 3.2770], [2.2299, -4.4417, -0.1634], [-2.6545, 0.4328, -2.4280], [-0.7432, -0.0317, 0.5065], [0.9440, 3.3319, -3.1159], [-4.6605, 2.2299, 0.3935], [-4.7852, -2.4851, 3.7485], [3.6623, -1.5546, 2.4810], [-5.8263, -2.8146, 4.1086], [-1.5883, -2.0996, -0.2821], [-5.8842, -0.7047, 0.0875], [3.0940, 2.0806, -4.2952], [3.6322, -1.2222, 0.7434], [-0.9117, -1.4326, 2.3221], [1.4800, -3.2749, 3.9180], [3.2371, 1.9481, -2.5307], [1.3561, -3.8285, 2.9850], [0.6146, 0.2237, -4.6072], [0.2556, 0.6114, -1.0586], [-4.8907, -1.3522, -1.2313], [-3.6994, 0.5957, -0.1097], [0.3602, -4.2752, 2.9866], [-3.9602, 1.6546, -2.4209], [-0.1209, 3.5264, -2.9817], [-2.8293, -1.3226, 5.5358], [1.5843, -2.6191, 1.4401], [-5.2496, -0.4378, -0.7584], [0.9748, -0.4815, 2.5357], [-0.6029, 1.4899, -4.4241]],
  "atomic_forces_ev_per_a": [[0.00, 0.00, -0.01], [-0.07, 0.13, 0.03], [0.00, 0.01, 0.01], [0.01, 0.01, -0.02], [0.01, -0.01, 0.00], [0.00, 0.01, 0.00], [0.01, -0.03, 0.00], [-0.01, 0.03, 0.00], [0.01, 0.01, 0.00], [0.01, -0.01, -0.01], [0.01, -0.01, -0.01], [0.01, -0.41, 0.15], [-0.04, 0.04, 0.00], [-0.06, 0.04, 0.02], [0.07, -0.23, 0.12], [-0.02, 0.07, 0.02], [0.02, 0.02, 0.01], [-0.02, 0.06, 0.06], [0.02, -0.02, 0.01], [-0.01, 0.00, -0.01], [0.03, -0.09, 0.06], [-0.01, -0.01, -0.02], [0.00, 0.00, 0.00], [-0.01, 0.01, 0.00], [-0.01, 0.03, 0.04], [-0.01, 0.00, 0.01], [0.08, -0.14, -0.02], [0.00, -0.01, 0.00], [0.00, 0.01, 0.00], [-0.01, -0.03, -0.08], [0.01, 0.01, -0.01], [0.00, -0.02, 0.02], [-0.42, 1.16, 0.63], [0.01, -0.01, 0.00], [0.03, -0.01, 0.04], [0.01, -0.01, 0.04], [0.02, 0.02, -0.01], [-0.01, 0.02, -0.01], [-0.04, -0.43, -0.19], [-0.01, -0.01, -0.02], [-0.01, 0.01, 0.00], [-0.03, 0.00, -0.01], [0.09, -0.46, 0.26], [0.00, -0.01, 0.00], [0.01, -0.01, 0.00], [0.01, 0.03, -0.04], [0.00, 0.00, 0.00], [0.38, 0.11, -0.88], [0.01, 0.00, 0.01], [-0.14, 0.07, -0.26], [-0.01, 0.01, -0.01], [0.00, 0.00, 0.00], [0.00, 0.00, -0.01], [-0.02, 0.02, 0.00], [0.10, -0.01, 0.02], [0.06, 0.00, 0.06], [-0.05, 0.06, 0.00], [0.00, -0.01, 0.01]],
  "orbital_gap_ha": [0.2608, 0.2648],
  "homo_energy_ev": [-4.708, -4.789],
  "total_charge": -1,
  "multiplicity": 2
}